No. 1
Entry from OMol25: CF3N3 in the gas phase (the ωB97M-V functional and the def2-TZVPD basis).

energy relative to the best compared isomer or geometry (same formula, charge and spin) = 379.8 kJ/mol
structure (SMILES) = FN(F)C1=NN1F
charge = 0
frontier orbital gap = 10.4 eV

Last column: natural (NBO) charge in e.
Geometry (Å):
F  -1.872  0.298  -1.190  -0.16
N  -1.109  0.030  -0.040  0.30
F  -2.019  0.466  0.907  -0.16
C  0.211  0.217  0.085  0.35
N  1.291  0.446  -0.705  -0.17
N  1.594  0.004  0.564  0.17
F  1.905  -1.460  0.379  -0.33


No. 2
Entry from OMol25: 2 unconnected molecules or ions with the total composition CF3NO2 (the ωB97M-V functional and the def2-TZVPD basis).

energy relative to the best compared isomer or geometry (same formula, charge and spin) = 206.9 kJ/mol
charge = 0
frontier orbital gap (spin up / spin down) = 9.5 / 9.0 eV

Last column: natural (NBO) charge in e.
Geometry (Å):
C  -0.551  0.144  -0.843  0.95
N  0.836  -0.271  1.192  0.51
O  0.670  -1.359  1.585  -0.26
O  1.476  0.681  1.419  -0.26
F  -0.639  1.466  -0.752  -0.31
F  -1.721  -0.426  -0.582  -0.31
F  -0.072  -0.235  -2.019  -0.31


No. 3
Entry from OMol25: a molecular structure, CF3NO2S2Yb (the ωB97M-V functional and the def2-TZVPD basis).

<S²> = 0.7529
multiplicity = 2
charge = +1
frontier orbital gap (spin up / spin down) = 7.1 / 6.7 eV

Last column: natural (NBO) charge in e.
Geometry (Å):
Yb  -0.932  -0.960  -2.848  1.86
N  0.067  -1.214  -0.771  -1.32
S  0.644  -2.739  -0.108  0.30
S  -0.670  -0.129  0.087  2.16
O  -1.425  -0.464  1.289  -0.83
O  -1.352  0.685  -0.990  -1.04
C  0.679  1.004  0.723  0.75
F  0.131  2.020  1.374  -0.28
F  1.473  0.330  1.539  -0.29
F  1.386  1.466  -0.295  -0.31


No. 4
Entry from OMol25: 2 unconnected molecules or ions with the total composition CF3NO4S (the ωB97M-V functional and the def2-TZVPD basis).

energy relative to the best compared isomer or geometry (same formula, charge and spin) = 0.0 kJ/mol
charge = 0
frontier orbital gap = 10.3 eV

Last column: natural (NBO) charge in e.
Geometry (Å):
C  -2.173  0.757  0.051  1.16
N  1.488  0.222  0.163  0.35
O  1.734  -0.038  1.309  -0.31
O  1.707  1.241  -0.469  -0.36
O  2.154  -1.764  -1.501  -0.83
O  -1.311  0.140  -0.459  -0.58
F  -2.866  0.270  1.062  -0.29
F  0.476  -2.077  0.361  -0.50
F  -2.577  1.989  -0.250  -0.28
S  0.949  -1.199  -0.973  1.63


No. 5
Entry from OMol25: a molecular structure, CF3OSSr (the ωB97M-V functional and the def2-TZVPD basis).

<S²> = 0.7502
energy relative to the best compared isomer or geometry (same formula, charge and spin) = 0.0 kJ/mol
multiplicity = 2
charge = 0
frontier orbital gap (spin up / spin down) = 5.6 / 7.4 eV

Last column: natural (NBO) charge in e.
Geometry (Å):
Sr  -2.335  -2.374  -1.130  0.99
S  0.695  -0.469  -0.895  0.48
O  -0.851  -0.550  -1.325  -1.22
C  0.636  0.639  0.504  0.77
F  -0.377  1.504  0.467  -0.31
F  1.742  1.373  0.643  -0.32
F  0.491  -0.123  1.737  -0.39


No. 6
Entry from OMol25: 2 unconnected molecules or ions with the total composition CFNO3S (the ωB97M-V functional and the def2-TZVPD basis).

energy relative to the best compared isomer or geometry (same formula, charge and spin) = 278.0 kJ/mol
charge = 0
frontier orbital gap (spin up / spin down) = 8.8 / 6.9 eV

Last column: natural (NBO) charge in e.
Geometry (Å):
C  -1.733  -0.187  0.020  0.58
N  -2.311  -0.590  -0.933  -0.28
O  1.779  -1.131  0.503  -0.78
O  1.732  1.379  0.529  -0.79
O  -1.150  0.239  0.979  -0.45
F  0.536  0.182  -1.332  -0.47
S  1.148  0.109  0.234  2.18